Formula: C8H9BO
Source: the OMol25 dataset
Level of theory: wB97M-V/def2-TZVPD

## Properties
E_LUMO (spin up / spin down) = 0.0259 / -0.0554 Ha
Kohn-Sham gap (spin up / spin down) = 7.904 / 7.423 eV
Multiplicity = 3

Each line ends with the Löwdin charge.
Geometry (Å):
O -1.235 -0.004 -0.181  0.115
C 1.072 0.037 0.084  0.098
C 1.221 -2.618 0.119  -0.136
C 2.352 -1.858 0.070  -0.142
C -2.737 1.870 -0.362  -0.021
C -0.089 -0.728 0.064  -0.236
C -0.049 2.288 0.348  0.136
C 2.338 -0.499 0.055  -0.092
C -0.008 -2.110 0.050  -0.019
B -1.307 1.351 -0.080  -0.484
H 0.468 2.865 -0.290  -0.009
H 3.301 -0.040 -0.252  0.120
H -0.869 -2.790 0.071  0.135
H 0.348 2.425 1.335  0.040
H 1.377 -3.711 0.063  0.122
H 3.381 -2.415 0.228  0.146
H -3.395 1.188 -0.970  0.073
H -3.272 1.840 0.563  0.048
H -2.898 2.910 -0.915  0.107

Forces on atoms 1 to 2 (eV/Å):
O -0.4 -1.3 0.5
C 1.0 -2.0 -0.3